Formula: C24H48FNO14S4
Source: the OMol25 dataset
Level of theory: ωB97M-V/def2-TZVPD

```
92
Properties=species:S:1:pos:R:3:forces:R:3:lowdin_charge:R:1
N 13.800000 20.468000 2.208000 0.328 2.476 0.962 0.32
H 14.042000 20.789000 3.168000 -0.114 0.105 -0.934 0.11
H 12.813000 20.597000 2.093000 -0.805 -0.393 -0.069 0.10
H 14.192000 19.596000 2.097000 0.366 -3.355 0.142 0.06
H 14.252000 21.012000 1.487000 0.069 1.294 0.252 0.13
F 13.355000 23.189000 2.161000 0.023 -0.627 0.267 -0.67
C 9.127000 24.143000 3.145000 -1.522 1.878 -3.070 0.03
C 9.346000 24.132000 1.581000 -2.279 -3.480 1.498 -0.23
C 10.152000 23.023000 0.973000 2.198 -0.413 2.540 -0.07
O 9.406000 22.377000 -0.045000 10.027 -3.728 1.723 0.21
C 8.341000 22.875000 0.016000 -12.533 1.096 -5.732 -0.76
O 7.441000 22.495000 -0.777000 1.004 0.706 1.935 0.06
O 8.173000 23.911000 0.752000 -1.173 2.428 2.891 0.14
H 8.577000 23.255000 3.252000 -0.398 -1.436 1.140 0.05
H 8.403000 25.011000 3.357000 1.436 -1.107 0.036 0.12
H 10.106000 24.204000 3.595000 -0.016 -0.012 0.397 0.07
H 9.722000 24.986000 1.261000 1.630 4.172 -1.155 0.10
H 10.679000 22.423000 1.701000 -0.712 -1.162 0.179 0.12
H 10.960000 23.544000 0.648000 2.595 0.955 -2.299 0.10
C 15.492000 23.419000 5.765000 3.547 1.585 -1.942 0.00
C 15.951000 23.416000 4.318000 -2.434 -5.515 0.929 -0.31
C 16.211000 24.651000 3.574000 0.030 0.301 -1.542 -0.09
O 17.617000 24.686000 3.427000 2.119 -1.033 0.586 0.08
C 18.140000 23.528000 3.897000 6.373 -1.958 -1.937 -0.48
O 19.382000 23.120000 3.767000 -6.176 2.648 0.842 0.02
O 17.213000 22.738000 4.383000 0.386 -0.157 -0.447 0.07
H 15.354000 22.577000 6.347000 -0.503 -2.014 0.370 0.06
H 14.760000 24.076000 5.662000 -4.132 2.597 0.728 0.04
H 16.310000 23.980000 6.135000 0.777 0.684 1.584 0.09
H 15.209000 22.699000 3.815000 1.167 1.333 -0.164 0.15
H 15.992000 25.547000 4.100000 -0.930 0.823 0.211 0.14
H 15.812000 24.546000 2.552000 -0.423 0.569 0.597 0.15
C 12.782000 15.115000 6.266000 -0.725 0.504 -2.495 -0.18
C 13.987000 14.886000 5.395000 3.604 1.688 -0.349 -0.24
C 13.692000 15.224000 3.884000 2.455 1.195 2.509 -0.21
S 12.596000 16.611000 3.977000 5.641 -3.041 1.951 0.59
O 11.559000 16.209000 3.168000 -5.468 -0.160 -2.316 -0.27
O 13.510000 17.624000 3.635000 0.478 3.844 -0.421 -0.31
C 12.364000 16.555000 5.762000 -0.422 -0.569 1.025 -0.19
H 12.838000 14.851000 7.344000 -0.109 0.603 -0.890 0.13
H 12.129000 14.509000 5.676000 -1.563 -1.089 0.795 0.10
H 14.483000 13.925000 5.365000 -0.180 -0.431 0.702 0.11
H 14.790000 15.645000 5.780000 -0.938 -1.305 -0.959 0.13
H 13.325000 14.447000 3.329000 -1.628 -2.187 -0.921 0.06
H 14.633000 15.491000 3.326000 -0.889 0.251 0.920 0.11
H 11.350000 16.857000 5.940000 -0.523 0.101 0.413 0.08
H 13.035000 17.265000 6.202000 0.274 0.731 -0.038 0.09
C 12.077000 22.985000 7.346000 3.064 -0.885 0.996 -0.20
C 11.171000 23.284000 6.159000 -3.241 0.627 -1.251 -0.17
C 11.071000 22.017000 5.156000 5.999 2.002 3.177 -0.22
S 11.801000 20.679000 6.008000 -4.711 -3.666 -0.539 0.66
O 13.096000 20.500000 5.462000 2.192 -0.448 -0.578 -0.30
O 10.876000 19.482000 6.150000 2.249 2.507 -0.509 -0.34
C 11.837000 21.417000 7.498000 1.723 3.561 1.939 -0.28
H 12.150000 23.604000 8.383000 -1.390 -1.469 -2.477 0.16
H 13.250000 23.104000 7.113000 -2.667 -0.307 -0.267 0.11
H 11.549000 24.203000 5.570000 -1.270 -1.294 0.992 0.12
H 9.871000 23.283000 6.493000 4.161 0.822 -0.682 0.21
H 11.794000 21.938000 4.384000 0.561 1.349 -1.439 0.07
H 10.206000 21.835000 4.787000 -5.899 -1.165 -2.110 0.00
H 12.648000 21.049000 8.036000 1.042 -1.179 1.363 0.09
H 10.905000 21.238000 7.907000 -1.787 -0.481 1.231 0.09
C 17.132000 19.623000 6.367000 0.242 -3.963 -2.359 -0.12
C 18.476000 19.062000 5.824000 -0.818 1.214 -0.422 -0.16
C 18.358000 18.810000 4.325000 -1.967 4.659 1.323 -0.21
S 16.769000 18.212000 4.088000 -2.328 1.087 -1.580 0.68
O 16.659000 16.791000 4.014000 0.416 -0.958 -0.484 -0.29
O 16.175000 19.064000 3.040000 0.308 -0.998 0.628 -0.34
C 16.119000 18.704000 5.601000 1.568 -0.489 3.403 -0.24
H 16.932000 20.560000 6.007000 0.046 2.732 -0.303 0.07
H 16.887000 19.429000 7.382000 0.499 0.474 1.029 0.11
H 18.762000 18.180000 6.269000 0.398 -2.107 1.428 0.09
H 19.199000 19.773000 6.056000 1.692 1.125 0.033 0.10
H 18.991000 18.295000 3.762000 3.203 -2.752 -1.583 0.07
H 18.318000 19.797000 3.779000 -0.021 -0.701 0.700 0.14
H 15.931000 17.923000 6.356000 -0.141 -0.428 -1.158 0.12
H 15.299000 19.279000 5.494000 -3.245 1.339 -0.841 0.03
C 7.910000 17.474000 1.593000 9.209 -1.710 6.535 -0.14
C 7.466000 17.579000 3.106000 0.713 0.710 -1.108 -0.18
C 8.600000 18.207000 3.960000 3.849 -7.642 -9.607 -0.18
S 9.449000 19.283000 2.851000 -2.096 1.901 0.061 0.66
O 10.840000 19.120000 2.989000 2.633 -0.785 -0.530 -0.31
O 9.011000 20.641000 3.082000 -0.656 0.371 -0.079 -0.32
C 8.745000 18.745000 1.273000 -1.014 -2.315 1.660 -0.18
H 7.245000 17.161000 0.992000 -5.027 -1.589 -4.543 0.02
H 8.749000 16.450000 1.659000 -2.272 2.912 -0.429 0.20
H 7.140000 16.650000 3.509000 0.073 -0.952 0.193 0.10
H 6.605000 18.183000 3.147000 -1.160 1.166 0.114 0.10
H 9.374000 17.332000 4.102000 -1.323 1.773 0.136 0.14
H 8.323000 18.600000 4.735000 -2.735 4.564 8.486 0.00
H 9.403000 18.768000 0.465000 1.753 -0.719 -0.909 0.09
H 8.007000 19.358000 0.916000 -1.758 2.711 -0.084 0.08
```
Forces are in eV/Å.

Values from the calculation:
Energy = -101867.5163 eV
HOMO energy = -8.93 eV
Total charge = 0
Orbital gap = 8.91 eV